1.
{"formula": "C5H8O2", "method": "ωB97M-V/def2-TZVPD", "smiles": "C=CO[C@H]1C=C1O.[H][H]", "max_force_ev_per_a": 0.42, "charge": 0, "total_energy_ev": -9404.724, "homo_lumo_gap_ev": 9.61, "lumo_ev": 0.606, "homo_ha": -0.3308, "elements": ["C", "C", "O", "C", "C", "C", "O", "H", "H", "H", "H", "H", "H", "H", "H"], "coordinates": [[-2.156, 0.110, -0.156], [-1.114, 0.893, 0.087], [-0.431, 0.839, 1.272], [0.949, 0.572, 1.065], [1.437, -0.709, 0.456], [1.473, 0.360, -0.281], [1.759, 0.973, -1.432], [-0.986, -1.762, -0.265], [-2.497, -0.583, 0.606], [-2.660, 0.124, -1.114], [-0.736, 1.618, -0.637], [1.513, 1.046, 1.867], [-0.329, -2.039, -0.059], [1.673, -1.745, 0.628], [2.104, 0.303, -2.039]]}

=====

2.
{"formula": "C5H8N2", "method": "ωB97M-V/def2-TZVPD", "smiles": "CC1=NC1.C=C=N", "max_force_ev_per_a": 0.67, "charge": 0, "total_energy_ev": -8291.652, "homo_lumo_gap_ev": 10.15, "lumo_ev": 0.988, "homo_ha": -0.3368, "elements": ["C", "C", "C", "N", "C", "C", "N", "H", "H", "H", "H", "H", "H", "H", "H"], "coordinates": [[-1.479, -1.098, 0.686], [-1.097, 0.324, 0.571], [-1.211, 1.610, -0.085], [-0.341, 1.185, 1.083], [2.470, -0.032, 0.190], [1.727, -0.521, -0.770], [0.988, -1.043, -1.607], [-2.544, -1.180, 0.928], [-0.888, -1.589, 1.464], [-1.301, -1.599, -0.270], [0.882, -0.500, -2.464], [-0.703, 1.800, -1.032], [-2.038, 2.285, 0.139], [3.532, -0.244, 0.230], [2.002, 0.602, 0.937]]}

=====

3.
{"formula": "C11H17LiN4O7", "method": "ωB97M-V/def2-TZVPD", "max_force_ev_per_a": 6.29, "charge": -2, "total_energy_ev": -32181.294, "homo_lumo_gap_ev": 4.09, "lumo_ev": 4.046, "homo_ha": -0.0016, "elements": ["Li", "C", "C", "C", "O", "C", "C", "C", "O", "O", "O", "H", "H", "C", "C", "C", "O", "H", "H", "H", "H", "H", "H", "H", "C", "O", "N", "N", "H", "H", "H", "H", "C", "O", "N", "N", "H", "H", "H", "H"], "coordinates": [[-1.803, -28.274, 24.408], [0.230, -30.344, 25.478], [0.865, -29.165, 24.814], [2.353, -29.347, 24.375], [2.921, -28.391, 23.927], [3.053, -30.677, 24.546], [2.377, -31.629, 25.230], [0.925, -31.476, 25.621], [0.137, -32.425, 25.987], [3.061, -32.692, 25.586], [0.193, -28.176, 24.513], [-0.795, -30.300, 25.815], [4.108, -30.776, 24.336], [-2.965, -24.315, 24.687], [-3.436, -25.753, 24.570], [-4.937, -25.910, 24.340], [-2.673, -26.438, 23.677], [-2.320, -23.957, 23.884], [-2.451, -24.125, 25.629], [-3.835, -23.663, 24.758], [-3.231, -26.143, 25.567], [-5.177, -25.578, 23.330], [-5.473, -25.413, 25.148], [-5.359, -26.887, 24.573], [-4.070, -29.639, 25.992], [-2.953, -29.102, 25.862], [-4.438, -30.701, 25.336], [-4.868, -29.294, 27.028], [-5.329, -31.160, 25.468], [-3.930, -30.923, 24.492], [-4.627, -28.558, 27.677], [-5.606, -29.964, 27.189], [-2.279, -30.995, 22.797], [-2.025, -29.924, 23.270], [-2.843, -31.183, 21.621], [-2.182, -32.093, 23.472], [-3.039, -32.124, 21.311], [-2.989, -30.334, 21.093], [-2.697, -32.952, 23.341], [-1.729, -31.867, 24.346]]}

=====

4.
{"formula": "C4H5NO", "method": "ωB97M-V/def2-TZVPD", "max_force_ev_per_a": 0.46, "charge": 0, "total_energy_ev": -7763.101, "homo_lumo_gap_ev": 9.52, "lumo_ev": 0.848, "homo_ha": -0.3186, "elements": ["C", "C", "C", "C", "O", "N", "H", "H", "H", "H", "H"], "coordinates": [[0.115, 1.986, -0.529], [0.729, 1.059, 0.269], [0.879, -0.080, 0.807], [-0.255, -0.861, 0.254], [-1.113, -0.395, -0.564], [-0.380, -2.126, 0.643], [0.581, 2.257, -1.476], [-0.473, 2.774, -0.060], [-0.756, 0.761, -0.716], [-1.138, -2.698, 0.303], [0.301, -2.489, 1.293]]}

=====

5.
{"formula": "C14H16NO", "method": "ωB97M-V/def2-TZVPD", "smiles": "COc1ccc([C@H]([NH3+])c2ccccc2)cc1", "max_force_ev_per_a": 2.66, "charge": 1, "total_energy_ev": -18307.582, "homo_lumo_gap_ev": 8.70, "lumo_ev": -3.162, "homo_ha": -0.4360, "elements": ["C", "O", "C", "C", "C", "C", "C", "C", "C", "C", "C", "C", "C", "C", "C", "H", "H", "H", "H", "H", "H", "H", "H", "H", "H", "H", "H", "H", "N", "H", "H", "H"], "coordinates": [[5.012, -1.642, -0.525], [4.483, -0.294, -0.661], [3.182, -0.057, -0.355], [2.791, 1.258, -0.486], [1.485, 1.600, -0.267], [0.531, 0.631, 0.031], [-0.864, 1.250, 0.173], [-2.064, 0.334, -0.172], [-3.315, 0.902, 0.048], [-4.472, 0.161, -0.119], [-4.413, -1.174, -0.483], [-3.178, -1.768, -0.745], [-1.975, -1.018, -0.605], [0.932, -0.702, 0.306], [2.270, -1.074, 0.021], [6.113, -1.540, -0.592], [4.697, -2.075, 0.465], [4.612, -2.300, -1.344], [3.545, 1.981, -0.733], [1.235, 2.631, -0.194], [-0.916, 2.229, -0.344], [-3.399, 1.926, 0.379], [-5.406, 0.585, 0.122], [-5.298, -1.788, -0.529], [-3.083, -2.826, -0.987], [-1.001, -1.522, -0.790], [0.336, -1.427, 0.899], [2.608, -2.108, 0.136], [-1.087, 1.909, 1.682], [-2.034, 2.250, 1.607], [-0.360, 2.624, 1.869], [-0.967, 1.043, 2.195]]}

=====

6.
{"formula": "C4H9NO", "method": "ωB97M-V/def2-TZVPD", "max_force_ev_per_a": 0.44, "charge": 0, "total_energy_ev": -7826.956, "homo_lumo_gap_ev": 9.39, "lumo_ev": 0.935, "homo_ha": -0.3106, "elements": ["C", "O", "C", "C", "C", "N", "H", "H", "H", "H", "H", "H", "H", "H", "H"], "coordinates": [[-1.971, -0.166, 1.055], [-0.747, -0.380, 0.398], [-0.142, 0.810, -0.044], [1.216, 0.501, -0.644], [2.144, -0.464, -0.017], [1.229, -0.680, -1.508], [-2.702, 0.333, 0.401], [-1.839, 0.445, 1.960], [-2.361, -1.144, 1.342], [-0.004, 1.510, 0.794], [-0.781, 1.307, -0.792], [1.643, 1.379, -1.132], [1.571, -1.074, 0.694], [2.273, -1.069, -1.253], [0.471, -1.308, -1.253]]}